Entry from the OMol25 dataset: an isolated molecule of C17H18N2O5S (wB97M-V/def2-TZVPD).

- HOMO-LUMO gap: 8.98 eV
- Max |F|: 0.97 eV/Å

Last column: Löwdin charge in e.
Element x y z (Å)
S  -3.429  2.814  -1.104  0.926
O  3.540  -1.795  1.117  0.010
O  6.205  0.418  1.943  0.127
O  4.615  0.438  0.352  0.003
O  -2.461  -2.012  -0.737  0.076
O  2.729  -0.225  2.498  0.130
N  -2.980  0.232  -0.892  0.127
N  -5.133  0.905  -1.595  0.093
C  -5.511  -0.364  -1.693  -0.322
C  -6.914  -0.621  -2.132  -0.027
C  -0.141  -2.417  -0.629  0.018
C  -1.119  -0.835  0.909  -0.003
C  0.124  -0.629  1.471  0.009
C  3.989  2.729  0.849  -0.054
C  1.099  -2.212  -0.060  0.003
C  1.242  -1.308  0.991  -0.121
C  -3.352  -1.035  -0.989  -0.304
C  5.299  -0.102  1.351  -0.487
C  4.883  1.807  0.035  -0.199
C  2.550  -1.034  1.622  -0.437
C  4.827  -1.528  1.638  -0.047
C  -3.893  1.141  -1.206  -0.680
C  -4.634  -1.402  -1.397  0.061
C  -1.250  -1.722  -0.154  -0.230
C  -1.703  2.647  -0.560  -0.389
H  5.939  2.015  0.238  0.121
H  -4.912  -2.438  -1.473  0.122
H  5.505  -2.237  1.158  0.147
H  -7.421  0.325  -2.292  0.079
H  0.251  0.057  2.295  0.124
H  2.943  2.496  0.665  0.076
H  4.681  1.898  -1.035  0.124
H  -1.274  3.642  -0.591  0.029
H  -0.271  -3.110  -1.445  0.122
H  1.963  -2.742  -0.428  0.121
H  -1.678  2.252  0.450  0.026
H  -6.916  -1.196  -3.055  0.085
H  4.849  -1.673  2.724  0.146
H  4.190  2.597  1.909  0.082
H  -1.181  1.978  -1.236  0.034
H  -1.986  -0.319  1.290  0.117
H  4.181  3.762  0.575  0.077
H  -7.444  -1.196  -1.374  0.085